1.
Computed, not measured: a 2-piece molecular cluster, C2H3O5 overall at a distorted geometry, with ωB97M-V with the def2-TZVPD basis set.

Output
- LUMO (eV) = 3.8
- largest force on an atom (eV/Å) = 3.00
- charge = -1
- energy relative to the best compared isomer or geometry (same formula, charge and spin) (kJ/mol) = 330.82
- DFT total energy (eV) = -12359.1106
- M (g/mol) = 107.041
- gap between HOMO and LUMO (Ha) = 0.22237
- 2S+1 = 1

Structure (XYZ):
```
10
C2H3O5 (ωB97M-V with the def2-TZVPD basis set)
C 2.2567 -0.4391 -3.3022
C 0.7627 0.3569 -0.6287
O 3.0957 -1.0730 -2.8114
O 1.5331 0.1910 -3.9168
O 1.4245 0.4727 0.6477
O -0.6869 0.7405 -0.5494
O 0.7090 -1.0924 -0.9353
H 1.0725 0.2312 1.5413
H -1.1291 -0.1794 -0.3385
H 0.3544 -1.5697 -0.1038
```

---

2.
Computed, not measured: C3H4NP in the gas phase at a distorted geometry, with ωB97M-V with the def2-TZVPD basis set.

Output
- LUMO (eV) = -0.8
- SMILES = [H]/P=C(\C)C#N
- largest force on an atom (eV/Å) = 5.41
- energy relative to the best compared isomer or geometry (same formula, charge and spin) (kJ/mol) = 160.67
- DFT total energy (eV) = -13951.6779
- M (g/mol) = 85.046
- gap between HOMO and LUMO (Ha) = 0.33953
- 2S+1 = 1

Structure (XYZ):
```
9
C3H4NP (ωB97M-V with the def2-TZVPD basis set)
C 1.5187 -0.7943 0.5647
C 0.6709 0.2356 0.0609
C -1.0933 -0.3982 -0.0569
N 2.1677 -1.6537 0.9988
P 1.1171 1.7015 -0.5325
H -1.2558 -0.3281 -1.1150
H -1.1776 -1.2378 0.6296
H -1.7739 0.4856 0.3633
H -0.1737 1.9895 -0.9130
```

---

3.
Computed, not measured: a 3-piece molecular cluster, C6H11N overall at a distorted geometry, with ωB97M-V with the def2-TZVPD basis set.

Output
- LUMO (eV) = 0.9
- SMILES = C#C.C#N.CCC
- largest force on an atom (eV/Å) = 1.25
- energy relative to the best compared isomer or geometry (same formula, charge and spin) (kJ/mol) = 334.07
- DFT total energy (eV) = -7887.0690
- M (g/mol) = 97.161
- gap between HOMO and LUMO (Ha) = 0.42320
- 2S+1 = 1

Structure (XYZ):
```
18
C6H11N (ωB97M-V with the def2-TZVPD basis set)
C -0.8237 -0.8525 -0.2622
C -0.5585 -1.7437 0.9440
C -0.1652 -1.3732 -1.5329
C 1.9101 0.8568 0.4329
C -0.7188 3.0658 0.3323
C 1.8916 2.0370 0.6539
N -1.4056 2.1818 0.0904
H -1.9020 -0.7943 -0.4247
H -0.5354 0.1969 -0.0593
H 1.9541 -0.1812 0.2783
H -0.2838 4.0131 0.5292
H 2.1224 3.0473 0.8416
H 0.5078 -1.8590 1.1303
H -0.3554 -0.6997 -2.3655
H -1.0194 -1.3263 1.8363
H -0.9704 -2.7383 0.7806
H 0.9120 -1.4757 -1.4131
H -0.5597 -2.3546 -1.7919
```

---

4.
Computed, not measured: C4H6O2 in the gas phase, with ωB97M-V with the def2-TZVPD basis set.

Output
- LUMO (eV) = 0.6
- SMILES = CC(=O)CC=O
- largest force on an atom (eV/Å) = 0.54
- energy relative to the best compared isomer or geometry (same formula, charge and spin) (kJ/mol) = 75.91
- DFT total energy (eV) = -8339.6744
- M (g/mol) = 86.090
- gap between HOMO and LUMO (Ha) = 0.38906
- 2S+1 = 1

Structure (XYZ):
```
12
C4H6O2 (ωB97M-V with the def2-TZVPD basis set)
C -1.2601 0.2695 1.0834
C -0.0109 -0.5005 0.7175
O 0.1813 -1.6247 1.1259
C 1.0068 0.1422 -0.2236
C 0.6504 -0.1067 -1.6785
O 0.6765 0.7447 -2.5316
H -1.7731 0.6538 0.1940
H -1.0134 1.1314 1.7141
H -1.9259 -0.3978 1.6344
H 1.1335 1.2186 -0.0765
H 1.9564 -0.3751 -0.0393
H 0.3786 -1.1555 -1.9198
```